# C33H28Cl4N5O6Ru

A molecular structure, C33H28Cl4N5O6Ru at a distorted geometry (wB97M-V/def2-TZVPD, OMol25).

Geometry as XYZ:
```
77
Properties=species:S:1:pos:R:3:lowdin_spin:R:1
Ru -0.71 -0.67 0.20 0.075
C -1.32 -3.09 3.68 0.000
C -1.06 -4.37 3.21 0.000
C -0.76 -4.53 1.87 0.000
C -0.74 -3.42 1.03 0.000
N -1.01 -2.19 1.50 0.001
C -1.27 -2.03 2.80 0.000
C -0.39 -3.47 -0.40 0.000
C -0.28 -4.64 -1.14 0.000
C 0.01 -4.56 -2.49 0.000
C 0.19 -3.31 -3.07 0.000
C 0.06 -2.18 -2.27 0.002
N -0.22 -2.26 -0.97 0.000
H -1.54 -2.91 4.72 0.000
H -1.08 -5.22 3.87 0.000
H -0.52 -5.51 1.47 0.000
H -1.44 -1.01 3.12 0.000
H -0.44 -5.60 -0.67 0.000
H 0.10 -5.46 -3.09 0.000
H 0.41 -3.19 -4.12 0.000
H 0.16 -1.18 -2.67 0.002
Cl 5.74 0.78 -2.32 0.000
C 4.10 0.76 -2.89 0.000
C 3.78 -0.11 -3.98 -0.001
C 2.52 -0.18 -4.47 0.000
Cl 2.14 -1.24 -5.78 0.000
C 1.43 0.64 -3.94 0.000
O 0.31 0.64 -4.44 0.004
C 1.78 1.47 -2.78 0.000
C 0.96 2.18 -1.96 0.002
O -1.09 0.45 -1.43 0.284
C 3.15 1.52 -2.30 0.000
H 4.56 -0.72 -4.41 0.000
H -0.70 3.11 -3.15 0.009
H 3.37 2.15 -1.45 0.000
O 1.42 1.42 0.90 0.000
C 1.75 0.32 1.30 0.000
O 1.07 -0.78 1.16 0.000
C 3.06 0.13 2.03 0.000
C 3.36 -1.06 2.68 0.000
C 4.57 -1.23 3.36 0.000
C 5.44 -0.17 3.35 0.000
O 6.68 -0.08 3.93 0.000
C 7.15 1.24 3.66 0.000
O 6.19 1.90 2.84 0.000
C 5.14 1.02 2.70 0.000
C 3.96 1.20 2.03 0.000
H 2.64 -1.86 2.64 0.000
H 4.82 -2.15 3.87 0.000
H 8.10 1.18 3.12 0.000
H 7.26 1.78 4.60 0.000
H 3.70 2.12 1.53 0.000
N -5.66 2.61 -0.41 0.000
C -4.80 1.52 -0.99 0.006
C -5.14 0.11 -0.53 0.000
N -3.99 -0.75 -0.78 -0.001
H -5.19 3.51 -0.64 0.000
H -5.64 2.55 0.61 0.000
H -6.62 2.60 -0.74 0.000
H -3.81 1.77 -0.65 0.006
H -4.81 1.63 -2.08 0.000
H -6.05 -0.28 -0.98 0.000
H -5.29 0.11 0.56 0.000
H -3.22 -0.24 -0.34 -0.001
H -3.76 -0.79 -1.77 0.000
Cl -4.12 2.61 3.14 -0.004
C -3.23 2.86 1.62 -0.013
C -3.50 4.04 0.93 -0.013
C -3.14 4.52 -0.31 0.008
C -2.26 3.91 -1.28 0.057
C -1.78 2.67 -1.27 0.535
Cl -0.90 1.89 -2.49 0.014
C -2.38 1.80 1.33 0.005
N -1.70 0.87 1.21 0.011
H -4.15 4.71 1.50 -0.001
H -3.41 5.55 -0.51 0.001
H -1.97 4.54 -2.12 0.016
```

Output
energy relative to the best compared isomer or geometry (same formula, charge and spin)	13.608	eV
2S+1	2
total charge	0
HOMO energy (spin up / spin down)	-6.7 / -6.6	eV
gap between HOMO and LUMO (spin up / spin down)	6.339 / 5.902	eV
lowest unoccupied orbital energy (spin up / spin down)	-0.35 / -0.66	eV
calculated total energy	-3934.70977	Eh



# C3H3FO2V

A molecular structure, C3H3FO2V at a distorted geometry (wB97M-V/def2-TZVPD, OMol25).

Geometry as XYZ:
```
10
Properties=species:S:1:pos:R:3:lowdin_spin:R:1
F -1.69 -0.78 2.23 0.002
H -1.75 0.91 -0.52 0.001
H -1.12 -1.33 1.58 0.001
O 1.15 -0.60 -0.31 0.091
O 0.29 1.44 -0.50 0.085
C -0.22 -0.71 -0.38 0.023
C -0.73 0.53 -0.58 0.013
C 1.47 0.74 -0.39 0.146
H -0.62 -1.68 -0.68 0.002
V 3.24 1.49 -0.45 3.637
```

Output
energy relative to the best compared isomer or geometry (same formula, charge and spin)	0.000	eV
2S+1	5
total charge	+1
HOMO energy (spin up / spin down)	-12.7 / -14.7	eV
gap between HOMO and LUMO (spin up / spin down)	7.725 / 9.705	eV
lowest unoccupied orbital energy (spin up / spin down)	-4.96 / -4.98	eV
calculated total energy	-1310.02596	Eh



# H20O10

10 unconnected molecules or ions with the total composition H20O10 at a distorted geometry (wB97M-V/def2-TZVPD, OMol25).

Geometry as XYZ:
```
30
Properties=species:S:1:pos:R:3:lowdin_charge:R:1
O -3.37 1.13 -2.25 -0.065
H -3.68 0.73 -1.43 0.027
H -3.11 2.06 -2.01 0.039
O 0.41 2.42 2.19 -0.025
H 0.45 1.45 2.05 0.028
H 1.26 2.54 1.90 -0.019
O 2.64 -3.30 0.80 -0.146
H 2.26 -2.72 -0.08 0.069
H 3.47 -2.92 0.87 -0.045
O -2.52 2.65 1.72 -0.029
H -2.48 2.15 0.88 0.029
H -1.88 3.24 1.98 -0.030
O -1.24 -3.10 1.30 -0.127
H -0.70 -3.53 2.15 0.146
H -1.37 -2.17 1.51 -0.018
O 1.24 -2.31 -1.19 0.033
H 1.43 -2.96 -1.72 -0.019
H 0.37 -2.57 -0.82 0.083
O -0.80 2.89 -2.12 0.018
H 0.01 3.52 -2.04 0.121
H -1.17 2.78 -1.39 -0.139
O 2.47 0.21 2.38 -0.086
H 1.67 -0.36 2.63 0.085
H 2.78 0.77 3.10 0.045
O 1.44 -0.36 -3.11 -0.044
H 2.02 -0.60 -2.34 0.046
H 1.87 -0.72 -3.83 -0.016
O -1.46 -0.65 -0.29 -0.123
H -0.90 -0.19 0.34 0.001
H -1.11 -0.07 -1.19 0.161
```

Output
energy relative to the best compared isomer or geometry (same formula, charge and spin)	6.455	eV
2S+1	1
total charge	0
SMILES	O.O.O.O.O.O.O.O.O.O
HOMO energy	-10.6	eV
gap between HOMO and LUMO	10.332	eV
lowest unoccupied orbital energy	-0.27	eV
calculated total energy	-764.24470	Eh



# C2H8N2S

A molecular structure, C2H8N2S at a distorted geometry (wB97M-V/def2-TZVPD, OMol25).

Geometry as XYZ:
```
13
Properties=species:S:1:pos:R:3:lowdin_charge:R:1
C 1.72 2.15 -0.53 -0.546
S 2.28 0.43 -0.36 0.373
H 2.49 2.69 -0.91 -0.038
H 0.87 2.12 -1.26 0.025
H 1.39 2.48 0.44 -0.004
N -2.24 -1.58 0.57 0.095
C -1.16 -1.06 -0.09 -0.281
N -0.22 -0.62 0.63 0.030
H -2.08 -2.19 1.38 0.121
H -2.69 -2.02 -0.16 0.049
H -1.20 -0.93 -1.28 0.190
H 0.94 -0.43 0.03 -0.124
H -0.10 -1.06 1.54 0.110
```

Output
energy relative to the best compared isomer or geometry (same formula, charge and spin)	1.816	eV
2S+1	1
total charge	0
HOMO energy	-7.0	eV
gap between HOMO and LUMO	7.356	eV
lowest unoccupied orbital energy	0.37	eV
calculated total energy	-588.61314	Eh



# C22H41BN6O3SSiTc

A molecular structure, C22H41BN6O3SSiTc at a distorted geometry (wB97M-V/def2-TZVPD, OMol25).

Geometry as XYZ:
```
76
Properties=species:S:1:pos:R:3:lowdin_spin:R:1
H -1.02 -2.23 -0.84 0.000
N 0.43 -1.80 -2.31 -0.005
B 1.85 -1.62 -4.43 0.001
N 0.68 -2.22 -3.61 0.002
C -0.18 -3.22 -3.90 0.019
Tc 1.60 -0.41 -1.35 1.748
H -0.07 -3.70 -4.86 0.001
C -1.02 -3.41 -2.81 0.007
H -1.83 -4.11 -2.74 0.000
C -0.64 -2.49 -1.83 0.012
H 1.84 -2.02 -5.56 0.000
C 3.46 1.30 1.48 0.008
H 3.21 1.65 2.50 0.000
H 3.19 2.06 0.74 0.001
H 4.54 1.09 1.43 0.000
N 3.10 -1.98 -3.62 0.005
N 1.78 -0.08 -4.37 0.002
N 3.22 -1.57 -2.31 0.018
N 1.61 0.58 -3.15 -0.010
C 4.20 -2.67 -3.97 0.020
C 1.91 0.83 -5.34 0.022
H 4.24 -3.04 -4.98 0.001
H 2.12 0.48 -6.34 0.001
C 5.04 -2.74 -2.87 0.005
C 1.73 2.09 -4.79 0.008
C 4.40 -2.04 -1.83 0.015
C 1.52 1.91 -3.42 0.011
H 6.00 -3.23 -2.84 0.000
H 1.73 3.03 -5.32 0.000
H 4.67 -1.84 -0.80 0.002
H 1.28 2.58 -2.61 0.000
H 2.91 0.38 1.24 0.006
C -4.53 -0.77 0.06 0.012
C -3.47 0.27 -0.30 0.015
C -3.21 0.37 -1.80 0.011
C -3.87 1.63 0.26 0.005
O -2.25 -0.25 0.32 0.137
Si -1.12 0.46 1.30 0.020
S 0.45 1.00 -0.02 0.144
O -1.65 1.76 2.12 0.287
C -1.36 3.02 2.94 0.022
C -0.13 3.69 2.34 0.002
C -2.61 3.88 2.84 0.012
C -1.15 2.64 4.40 0.022
O -0.87 -0.69 2.45 0.316
C 0.12 -1.53 3.12 0.030
C 0.94 -2.32 2.10 0.021
C 0.99 -0.65 4.01 0.028
C -0.71 -2.50 3.97 0.001
H -5.49 -0.53 -0.43 0.001
H -4.69 -0.77 1.15 0.000
H -4.22 -1.78 -0.24 0.000
H -4.15 0.66 -2.31 0.002
H -2.45 1.12 -2.02 0.000
H -2.89 -0.59 -2.22 0.000
H -4.04 1.58 1.34 0.000
H -3.12 2.40 0.03 0.003
H -4.82 1.95 -0.21 0.000
H -0.28 3.87 1.27 0.001
H 0.06 4.65 2.83 0.000
H 0.75 3.05 2.48 0.000
H -3.48 3.36 3.28 0.000
H -2.46 4.81 3.41 0.002
H -2.85 4.14 1.80 0.000
H -2.02 2.12 4.80 0.000
H -0.26 2.01 4.54 0.000
H -1.01 3.57 4.99 0.002
H 1.51 -1.66 1.44 0.002
H 1.64 -2.98 2.64 0.002
H 0.28 -2.95 1.49 0.000
H 0.38 -0.16 4.77 0.000
H 1.74 -1.27 4.53 0.003
H 1.53 0.10 3.41 0.000
H -1.34 -1.95 4.68 0.000
H -1.36 -3.11 3.33 0.000
H -0.03 -3.16 4.52 0.000
```

Output
2S+1	4
total charge	+2
HOMO energy (spin up / spin down)	-14.7 / -14.3	eV
gap between HOMO and LUMO (spin up / spin down)	7.921 / 3.416	eV
lowest unoccupied orbital energy (spin up / spin down)	-6.75 / -10.90	eV
calculated total energy	-2210.06983	Eh